[1]
{"formula": "C4H6N2O", "method": "ωB97M-V with the def2-TZVPD basis set", "symbols": ["O", "N", "N", "C", "C", "C", "C", "H", "H", "H", "H", "H", "H"], "positions_angstrom": [[-0.218, -0.460, 0.286], [-1.239, 1.201, -0.925], [-3.551, -0.829, 0.853], [2.124, -0.891, 0.305], [-2.536, -0.426, 0.445], [0.960, -0.080, -0.137], [-1.343, 0.127, -0.046], [-2.144, 1.554, -1.210], [2.981, -0.676, -0.340], [2.426, -0.679, 1.342], [-0.694, 0.926, -1.753], [1.036, 0.916, -0.558], [1.904, -1.961, 0.233]], "lowdin_charge": [0.038, 0.111, 0.137, -0.073, -0.169, -0.187, -0.403, 0.103, 0.076, 0.080, 0.100, 0.104, 0.082], "homo_energy_ev": [-7.539, -7.366], "multiplicity": 1}

[2]
{"formula": "C6H6LuO3", "method": "ωB97M-V with the def2-TZVPD basis set", "symbols": ["Lu", "O", "O", "O", "C", "C", "C", "C", "C", "C", "H", "H", "H", "H", "H", "H"], "positions_angstrom": [[0.338, 2.350, -0.817], [-2.153, 2.255, -0.677], [-1.990, -1.290, -0.071], [1.874, 0.995, -0.839], [2.418, -0.218, -0.481], [0.197, -0.567, 0.770], [-0.788, -1.151, 0.121], [-4.013, 0.746, -0.282], [-3.269, 1.705, -0.519], [1.651, -0.933, 0.633], [-4.052, -0.340, 0.122], [-0.087, 0.218, 1.477], [3.463, -0.093, -0.131], [2.128, -0.782, 1.615], [2.521, -0.886, -1.360], [1.762, -2.009, 0.438]], "lowdin_charge": [2.069, -0.322, 0.142, -0.475, -0.327, -0.137, -0.070, 0.042, -0.439, -0.186, 0.070, 0.123, 0.129, 0.123, 0.130, 0.128], "homo_energy_ev": [-11.111, -11.113], "multiplicity": 1, "charge": 1}

[3]
{"formula": "C81H206N10O27", "method": "ωB97M-V with the def2-TZVPD basis set", "symbols": ["O", "O", "O", "O", "O", "O", "O", "O", "O", "O", "O", "O", "O", "O", "O", "O", "O", "O", "O", "O", "O", "O", "O", "O", "O", "O", "O", "N", "N", "N", "N", "N", "N", "N", "N", "N", "N", "C", "C", "C", "C", "C", "C", "C", "C", "C", "C", "C", "C", "C", "C", "C", "C", "C", "C", "C", "C", "C", "C", "C", "C", "C", "C", "C", "C", "C", "C", "C", "C", "C", "C", "C", "C", "C", "C", "C", "C", "C", "C", "C", "C", "C", "C", "C", "C", "C", "C", "C", "C", "C", "C", "C", "C", "C", "C", "C", "C", "C", "C", "C", "C", "C", "C", "C", "C", "C", "C", "C", "C", "C", "C", "C", "C", "C", "C", "C", "C", "C", "H", "H", "H", "H", "H", "H", "H", "H", "H", "H", "H", "H", "H", "H", "H", "H", "H", "H", "H", "H", "H", "H", "H", "H", "H", "H", "H", "H", "H", "H", "H", "H", "H", "H", "H", "H", "H", "H", "H", "H", "H", "H", "H", "H", "H", "H", "H", "H", "H", "H", "H", "H", "H", "H", "H", "H", "H", "H", "H", "H", "H", "H", "H", "H", "H", "H", "H", "H", "H", "H", "H", "H", "H", "H", "H", "H", "H", "H", "H", "H", "H", "H", "H", "H", "H", "H", "H", "H", "H", "H", "H", "H", "H", "H", "H", "H", "H", "H", "H", "H", "H", "H", "H", "H", "H", "H", "H", "H", "H", "H", "H", "H", "H", "H", "H", "H", "H", "H", "H", "H", "H", "H", "H", "H", "H", "H", "H", "H", "H", "H", "H", "H", "H", "H", "H", "H", "H", "H", "H", "H", "H", "H", "H", "H", "H", "H", "H", "H", "H", "H", "H", "H", "H", "H", "H", "H", "H", "H", "H", "H", "H", "H", "H", "H", "H", "H", "H", "H", "H", "H", "H", "H", "H", "H", "H", "H", "H", "H", "H", "H", "H", "H", "H", "H", "H", "H", "H", "H", "H", "H", "H", "H", "H", "H", "H", "H", "H", "H", "H", "H", "H", "H", "H", "H", "H", "H"], "positions_angstrom": [[-7.221, 2.418, -0.109], [2.808, 2.674, -0.569], [-3.118, -8.611, -0.845], [5.157, -1.009, 0.517], [2.971, 6.219, 2.199], [0.897, 1.078, 5.140], [-3.020, 5.233, 1.091], [1.502, 5.428, -3.475], [0.491, 0.618, 0.625], [3.144, 2.943, 4.945], [-4.257, -2.134, 0.129], [6.985, 11.424, 5.072], [-2.833, -4.734, 2.318], [-3.562, 0.216, 2.375], [-1.389, 3.920, -3.999], [-8.113, -3.705, 1.844], [0.975, -7.979, -2.768], [1.602, -0.614, -4.029], [-6.462, -0.650, -3.610], [6.129, 0.805, 7.232], [-2.737, -3.369, -4.436], [3.071, -2.496, -0.681], [10.411, 3.626, 0.256], [6.025, 4.020, 1.547], [7.099, -1.024, -3.319], [-7.426, -5.514, -1.963], [-6.444, -7.720, -6.005], [7.943, 5.169, 0.061], [-6.199, -5.406, -4.664], [-0.953, -7.051, 0.154], [-2.433, -0.216, -0.070], [4.499, 9.419, 3.226], [3.394, 0.044, 6.247], [-4.102, -0.869, -5.214], [4.877, 0.090, -2.030], [-8.066, -0.035, 1.335], [-0.291, 5.706, -1.392], [-3.522, -0.250, -0.997], [-4.089, -1.636, -1.156], [2.534, 5.165, 5.726], [5.710, 11.158, 4.522], [-3.306, 2.607, -3.638], [0.404, -8.085, -1.450], [-1.977, -5.872, 2.019], [1.784, 6.441, -2.484], [8.977, 5.065, -0.943], [1.631, 2.745, -1.429], [-4.776, -3.445, 0.010], [5.860, -0.176, 6.261], [0.970, 0.229, 6.229], [-6.467, 1.766, 0.938], [-3.655, 4.106, 1.664], [7.198, 1.582, 6.886], [-0.756, 1.197, 1.032], [-6.653, -4.299, -3.863], [4.747, 4.084, 6.164], [-7.832, -4.584, -2.953], [2.880, -4.991, -0.227], [0.791, -1.762, -3.759], [-2.007, 2.682, -4.439], [-3.559, -0.942, 3.274], [-0.354, 1.819, 5.131], [5.627, 4.874, 0.504], [-6.020, -8.898, -6.551], [4.541, -0.784, 6.383], [0.429, 6.874, -1.942], [-1.887, 4.838, 0.260], [4.934, 3.584, 2.380], [6.818, 0.258, 1.829], [3.991, 2.095, -1.137], [-4.137, -0.416, 4.545], [-0.491, -6.911, -1.199], [-6.495, -0.274, -4.985], [2.145, -0.645, 6.062], [-5.464, -1.180, -5.697], [-2.993, -4.673, -3.964], [-3.095, -1.642, -6.018], [-8.286, -5.565, -0.856], [1.582, 0.512, 1.487], [6.669, 4.895, -0.586], [4.813, -1.063, -2.933], [2.119, 5.620, 1.305], [-1.830, 1.104, 0.001], [2.240, -8.659, -3.008], [-4.777, -8.592, -2.665], [0.286, -1.669, -2.302], [-5.971, -6.577, -6.681], [-6.713, 0.264, 0.984], [3.658, 0.811, -1.884], [10.294, 4.985, -0.236], [3.255, 3.850, 6.062], [1.902, -3.189, 1.210], [8.318, -1.710, -3.346], [11.513, 3.391, 1.014], [4.339, 8.036, 3.004], [-6.433, 2.629, -1.301], [-6.679, -5.445, -6.087], [6.063, -1.886, -2.901], [-1.417, -5.734, 0.626], [-4.776, -6.968, -0.775], [-7.785, -2.348, 2.052], [7.137, 12.713, 5.640], [2.277, -3.556, -0.212], [-7.566, -4.509, 2.840], [-1.286, 6.100, -0.390], [3.106, 7.627, 2.210], [-7.525, -0.161, -2.853], [5.683, 9.692, 4.044], [-1.023, 1.562, -4.163], [4.701, -0.533, 2.895], [-3.069, -3.124, -5.819], [5.371, -0.085, 1.622], [1.453, -3.088, -4.018], [-3.147, -4.649, 3.717], [-3.897, -7.818, -1.630], [-8.515, -1.404, 1.114], [-2.134, -1.416, 3.374], [2.630, 5.062, -4.214], [-0.163, 7.385, -2.697], [2.356, 7.291, -2.883], [10.329, 5.712, 0.589], [-0.585, 2.288, 1.258], [6.950, 1.061, 2.564], [-1.558, -0.508, 3.587], [5.256, 7.767, 2.485], [3.077, -5.435, -1.195], [-2.264, 2.708, -5.545], [3.664, 9.769, 3.676], [-6.660, 2.230, 1.934], [1.143, 1.772, -1.314], [-6.097, -0.188, 1.798], [4.088, 3.122, 1.838], [-0.132, -9.047, -1.393], [12.384, 3.907, 0.516], [8.083, 4.393, 0.655], [-6.174, -9.726, -5.875], [-5.204, -6.130, -1.341], [2.467, 5.742, 0.247], [2.266, 4.352, -5.001], [1.390, -3.625, -0.819], [4.575, -1.243, 7.363], [-4.956, -8.928, -6.841], [-5.506, 3.229, -1.159], [-4.977, -3.813, 1.008], [-8.034, -2.044, 3.117], [-4.111, -8.931, -3.437], [1.746, -3.257, -5.054], [0.039, -0.357, 6.231], [-0.506, -5.059, 0.682], [-3.714, -9.244, -0.428], [-1.842, -1.953, 2.461], [4.643, 4.565, 0.209], [-4.085, 3.260, -4.005], [-2.359, -5.368, -4.456], [-4.107, -1.780, 2.760], [1.533, -2.186, 1.119], [-9.148, -6.195, -1.084], [1.071, 5.940, 1.483], [-1.885, -2.134, 4.201], [2.994, -8.156, -2.426], [-6.467, -6.250, -4.185], [-6.183, 0.764, -4.975], [0.003, -5.933, -1.298], [6.461, 9.403, 3.348], [1.129, -3.860, 1.543], [-1.081, 0.705, 1.927], [-0.638, 1.739, -3.133], [2.294, 5.951, -1.650], [2.431, 0.097, 0.957], [-7.968, -5.518, 2.702], [-2.202, 4.082, -0.552], [-3.615, 1.563, -3.672], [-0.390, -2.531, -2.232], [7.331, 0.569, 0.909], [3.396, 4.597, -3.577], [2.911, 3.328, 6.967], [2.173, -5.581, 0.326], [2.169, -9.688, -2.732], [11.496, 3.636, 2.102], [-5.656, -7.564, -0.384], [9.118, -0.997, -3.436], [5.774, 9.125, 4.971], [-7.825, -4.096, 3.826], [4.591, 4.467, 2.892], [5.117, 4.371, 5.161], [-3.982, -1.104, -4.229], [11.168, 5.132, -0.878], [5.575, 0.740, -2.367], [0.949, 0.907, 7.103], [-7.770, -5.574, -6.130], [-3.702, -5.528, 4.043], [-3.150, 2.943, -2.604], [5.433, 2.891, 3.077], [1.908, 1.532, 1.813], [-0.908, 6.823, 0.355], [3.072, 7.901, 1.111], [-7.076, 3.096, -2.060], [6.617, -0.897, 6.439], [4.570, -0.732, -3.966], [-4.314, -6.391, 0.069], [7.026, 2.095, 5.963], [5.897, 0.338, 5.291], [3.153, 5.880, -4.785], [11.742, 2.345, 1.042], [-8.309, -1.759, 0.085], [1.438, 5.086, 5.650], [1.343, -0.023, 2.443], [-0.315, -0.782, -2.194], [-6.574, -9.169, -7.433], [8.047, 0.985, 6.713], [-7.482, -0.402, -5.445], [-3.232, -0.219, 1.504], [2.055, -0.980, 5.021], [-6.668, -2.200, 1.981], [2.301, -3.148, -3.285], [8.981, 5.911, -1.612], [-9.593, -1.538, 1.376], [3.665, -2.129, -0.012], [4.623, 0.368, 3.532], [-2.210, -5.231, 0.049], [2.307, 8.106, 2.760], [6.238, -2.261, -1.862], [6.763, 3.948, -1.230], [-4.255, 0.397, -0.516], [-3.011, 3.586, 2.380], [5.564, 5.891, 0.875], [-3.455, 0.208, 5.137], [-1.755, -0.955, -0.383], [-2.314, -3.527, -6.504], [3.832, -1.116, 2.685], [5.043, 4.875, 6.876], [3.559, 0.811, 5.589], [8.860, 4.147, -1.502], [3.243, 1.068, -2.841], [-2.679, 1.713, 0.353], [2.663, -3.272, 1.994], [-6.481, -4.481, -6.576], [1.978, 2.981, -2.424], [-0.821, 5.218, -2.108], [4.544, 2.849, -1.732], [-5.399, 1.875, 0.813], [-0.308, 2.182, 4.111], [-1.129, -5.825, 2.690], [2.145, -1.589, 6.609], [5.580, 11.885, 3.701], [-6.060, 1.696, -1.681], [-3.211, -7.213, -2.195], [-0.250, 1.679, -4.903], [4.945, 11.361, 5.328], [-4.525, 4.356, 2.252], [-2.132, -1.246, -5.677], [-8.421, -0.768, -3.178], [2.412, -0.709, -3.511], [4.613, 1.931, -0.259], [1.186, -7.955, -0.717], [5.098, -0.510, -0.294], [-8.652, -4.568, -0.628], [-7.373, -0.475, -1.801], [4.908, 0.900, 1.404], [-3.267, 0.137, -1.946], [-2.813, -4.677, -2.874], [-0.548, 4.049, -4.476], [8.367, -2.414, -4.213], [2.845, 0.260, -1.386], [5.320, -1.229, 3.442], [0.731, -3.884, -3.807], [-5.804, -2.198, -5.517], [-6.300, -6.700, -7.741], [-1.514, 1.536, -0.964], [-5.466, -0.938, -6.710], [-4.024, -4.997, -4.132], [3.949, -1.673, -2.651], [7.328, 2.337, 7.711], [-8.175, -3.672, -2.467], [-1.225, 4.338, 0.984], [-4.906, -6.409, -6.561], [-5.796, -3.789, -3.347], [-7.096, -3.554, -4.513], [7.317, -0.585, 2.296], [2.304, 2.466, 4.880], [-5.005, 0.136, 4.245], [-5.328, -9.374, -2.153], [8.398, -2.234, -2.428], [-1.501, 0.625, -4.364], [4.226, 7.407, 3.912], [-7.704, 0.935, -2.842], [5.961, -2.724, -3.650], [3.782, -5.028, 0.403], [2.761, 5.989, 6.418], [8.175, 12.854, 5.932], [4.636, -1.644, 5.727], [1.050, -1.680, -1.564], [-3.758, -3.783, 3.866], [-4.361, -1.180, 5.296], [-7.726, -6.033, -0.077], [6.611, 12.899, 6.615], [-4.050, -3.595, -6.096], [0.506, 7.555, -1.087], [6.309, 5.758, -1.239], [-8.664, -4.931, -3.599], [-8.653, 0.655, 0.861], [-1.706, -7.724, 0.187], [2.841, 5.519, 4.717], [-6.397, -0.212, -0.007], [-1.330, -6.900, -1.872], [2.376, -8.443, -4.047], [-5.687, -3.492, -0.622], [-6.427, -4.661, 2.739], [6.817, 13.527, 4.988], [-0.386, 2.649, 5.905], [0.923, 3.524, -1.117], [-3.493, -2.294, -1.836], [-4.016, -4.066, -0.482], [-2.236, 6.606, -0.801], [-1.168, 1.118, 5.331], [-3.192, -1.436, -7.099], [-4.019, 3.412, 0.882], [5.257, 3.118, 6.373], [2.195, 4.546, 1.304], [-2.252, -4.523, 4.343], [-5.100, -1.532, -1.607], [-2.482, -6.825, 2.182], [-5.595, -7.947, -3.032], [-0.066, -1.625, -4.398]], "lowdin_charge": [-0.175, -0.223, -0.040, -0.062, -0.225, -0.245, -0.194, -0.218, -0.204, -0.088, -0.178, -0.202, -0.210, -0.116, -0.085, -0.204, -0.217, -0.056, -0.230, -0.173, -0.203, -0.074, -0.193, -0.186, -0.190, -0.212, -0.183, -0.042, -0.047, -0.045, -0.067, -0.080, -0.016, -0.022, -0.059, -0.063, -0.052, -0.193, -0.225, -0.051, -0.223, -0.054, -0.204, -0.202, -0.187, -0.232, -0.053, -0.089, -0.240, -0.259, -0.196, -0.118, -0.155, -0.178, -0.221, -0.049, -0.207, -0.030, -0.462, -0.456, -0.489, -0.049, -0.241, -0.146, -0.257, -0.188, -0.194, -0.075, -0.045, -0.184, -0.049, -0.234, -0.186, -0.203, -0.186, -0.109, -0.196, -0.095, -0.115, -0.213, -0.199, -0.116, -0.188, -0.070, -0.010, -0.029, -0.243, -0.233, -0.214, -0.193, -0.451, -0.038, -0.113, -0.170, -0.249, -0.101, -0.188, -0.222, -0.198, -0.052, -0.247, -0.127, -0.475, -0.129, -0.214, -0.191, -0.126, -0.188, -0.044, -0.042, -0.210, -0.467, -0.037, -0.106, -0.527, -0.197, -0.061, -0.138, 0.119, 0.128, 0.132, 0.123, 0.075, 0.061, 0.117, 0.068, 0.152, 0.110, 0.141, 0.068, 0.111, 0.080, 0.133, 0.099, 0.086, 0.085, 0.062, 0.075, 0.100, 0.101, 0.126, 0.099, 0.088, 0.071, 0.139, 0.076, 0.082, 0.121, 0.117, 0.114, 0.087, 0.091, 0.075, 0.076, 0.126, 0.061, 0.092, 0.098, 0.085, 0.071, 0.083, 0.118, 0.119, 0.122, 0.057, 0.086, 0.085, 0.092, 0.067, 0.085, 0.130, 0.051, 0.082, 0.090, 0.076, 0.139, 0.056, 0.075, 0.096, 0.108, 0.084, 0.119, 0.088, 0.063, 0.076, 0.089, 0.119, 0.128, 0.138, 0.125, 0.086, 0.066, 0.084, 0.095, 0.110, 0.143, 0.096, 0.125, 0.136, 0.080, 0.064, 0.111, 0.097, 0.073, 0.106, 0.070, 0.093, 0.056, 0.080, 0.071, 0.123, 0.059, 0.117, 0.113, 0.086, 0.120, 0.135, 0.056, 0.083, 0.101, 0.114, 0.136, 0.127, 0.105, 0.088, 0.112, 0.074, 0.145, 0.124, 0.058, 0.092, 0.095, 0.112, 0.106, 0.103, 0.094, 0.117, 0.073, 0.083, 0.120, 0.069, 0.083, 0.114, 0.130, 0.124, 0.046, 0.106, 0.079, 0.135, 0.084, 0.096, 0.106, 0.026, 0.099, 0.109, 0.017, 0.076, 0.064, 0.104, 0.092, 0.080, 0.082, 0.102, 0.125, 0.073, 0.079, 0.084, 0.140, 0.115, 0.097, 0.054, 0.088, 0.121, 0.110, 0.101, 0.126, 0.122, 0.096, 0.078, 0.053, 0.070, 0.078, 0.071, 0.054, 0.126, 0.085, 0.144, 0.085, 0.078, 0.081, 0.114, 0.046, 0.059, 0.082, 0.071, 0.093, 0.118, 0.112, 0.141, 0.136, 0.115, 0.076, 0.064, 0.112, 0.087, 0.080, 0.097, 0.100, 0.081, 0.111, 0.076, 0.131, 0.065, 0.140, 0.065, 0.126, 0.058, 0.058, 0.068, 0.087, 0.112, 0.122, 0.072, 0.110], "homo_energy_ev": -8.310, "multiplicity": 1}

Calculated total energy values (in a.u.) by entry order: -340.65384; -1693.00220; -5788.20603.
Relative energy (zero: lowest compared OMol25 entry of this formula, charge and spin) values (in kcal/mol) by entry order: 88.5; 99.0; 73.0.